Record 1
This record from the Open Molecules 2025 dataset describes a cluster of 2 separate species, C7H14 in total. The level of theory is the ωB97M-V functional and the def2-TZVPD basis.

Geometry as XYZ:
```
21
Properties=species:S:1:pos:R:3:forces:R:3
C -0.9684 1.5120 1.8999 0.0 -0.1 -0.1
C -1.1527 0.8070 0.7850 0.0 0.2 0.1
C -0.0355 0.2253 -0.0276 0.0 0.1 0.1
C 1.1509 -0.3706 0.7263 0.1 0.0 0.0
C 0.1534 1.0951 -1.2589 0.1 0.2 -0.1
C -0.3405 -0.3076 -1.4134 -0.1 0.0 -0.1
C 0.6126 -1.2692 -2.0916 0.0 -0.1 0.0
H 0.0220 1.6241 2.3430 -0.2 0.0 -0.1
H -1.7908 2.0143 2.4016 0.1 -0.1 -0.1
H -2.1544 0.7458 0.3517 0.2 0.0 0.1
H 1.0409 -0.2416 1.8070 0.0 0.1 -0.2
H 2.1036 0.0811 0.4320 -0.1 0.0 0.0
H 1.2256 -1.4511 0.5503 0.0 0.2 0.0
H -0.5529 1.9137 -1.3726 0.2 -0.1 0.0
H 1.1674 1.3203 -1.5801 -0.1 -0.1 0.0
H -1.3911 -0.4532 -1.6685 0.2 0.1 0.1
H 1.6507 -1.0447 -1.8218 -0.2 -0.1 0.0
H 0.4237 -2.3200 -1.8465 0.0 0.1 0.0
H 0.5322 -1.1505 -3.1781 0.0 -0.1 0.1
H -1.2330 -0.9902 2.5264 0.0 -0.3 0.0
H -1.1361 -1.7280 2.4634 0.0 0.0 0.1
```
Positions in Å, forces in eV/Å.

Calculated values
Largest force on an atom   0.006 hartree/bohr
Molecular weight   98.19 g/mol
LUMO energy   1.1 eV
Calculated total energy   -275.01940 Ha
Orbital gap   10.0586 eV

Record 2
This record from the Open Molecules 2025 dataset describes a cluster of 2 separate species, C18H18BF4N2 in total. The level of theory is the ωB97M-V functional and the def2-TZVPD basis.

Geometry as XYZ:
```
43
Properties=species:S:1:pos:R:3:forces:R:3
F 3.2529 -1.7950 4.9019 -0.4 1.7 0.6
C 2.9588 -0.5263 5.3547 0.0 -1.2 -0.3
C 4.0181 0.3621 5.5291 -0.7 0.4 0.2
C 3.6801 1.6345 6.0003 1.0 0.6 0.1
F 4.7029 2.5276 6.2314 -1.4 -1.1 -0.4
C 2.3817 2.0113 6.2821 -0.6 -0.1 0.5
C 1.3079 1.0582 6.1771 1.2 -0.1 -0.2
C 0.0078 1.4782 6.5991 -0.3 0.6 -1.9
C -1.2876 1.0470 6.1839 -0.9 0.0 -0.1
C -2.3800 1.9525 6.4181 0.5 -0.1 0.4
C -3.6738 1.5920 6.0998 -1.0 0.6 0.2
F -4.7008 2.4662 6.3755 1.4 -1.1 -0.4
C -4.0007 0.3578 5.5277 0.8 0.5 0.3
C -2.9269 -0.4812 5.2351 0.2 -1.3 -0.4
F -3.2097 -1.7114 4.6780 0.5 1.7 0.6
C -1.5987 -0.1618 5.4996 -0.2 -0.2 0.1
C 1.6343 -0.2187 5.6482 0.1 -0.1 0.1
H 5.0418 0.0855 5.3178 0.0 0.0 0.0
H 2.1694 3.0351 6.6038 0.2 -0.4 0.0
H 0.0036 2.4803 7.0305 0.0 -0.3 0.4
H -2.1788 2.9362 6.8483 -0.2 -0.4 0.0
H -5.0240 0.0755 5.3252 0.0 0.0 0.0
H -0.8211 -0.8496 5.1819 -0.5 0.0 0.2
H 0.8693 -0.9759 5.4998 0.6 0.1 0.2
H 0.0241 -0.2689 8.8771 0.2 -0.6 1.0
B 0.0181 -1.0561 9.9032 -0.9 -0.4 -0.2
H -0.8999 -0.8018 10.6881 0.1 0.0 -0.4
H -0.0925 -2.2372 9.5594 -0.1 0.4 -0.1
C 1.3152 -1.0268 10.8026 1.2 0.5 0.1
N 1.6711 -1.7299 11.9161 0.1 0.5 -0.6
C 0.8734 -2.7338 12.5895 -0.5 -0.6 0.4
C 2.9416 -1.3613 12.3415 0.0 0.5 -0.7
C 3.3834 -0.4102 11.4755 -0.2 -0.5 0.5
N 2.3800 -0.2167 10.5480 -0.3 -0.6 0.5
C 2.4483 0.6817 9.4300 0.2 0.7 -0.8
H 1.4452 -3.1157 13.4524 -0.2 0.2 -0.4
H -0.0767 -2.3172 12.9599 0.4 0.0 -0.2
H 0.6398 -3.5812 11.9256 0.1 0.4 0.1
H 3.4209 -1.7967 13.2020 -0.1 0.0 -0.1
H 4.3118 0.1270 11.4505 0.1 0.1 0.0
H 3.4073 1.2244 9.4503 -0.4 -0.2 0.1
H 2.3747 0.1318 8.4754 0.1 0.1 0.5
H 1.6184 1.4100 9.4455 0.4 -0.3 0.1
```
Positions in Å, forces in eV/Å.

Calculated values
Largest force on an atom   0.039 hartree/bohr
Molecular weight   349.16 g/mol
LUMO energy   -6.7 eV
Calculated total energy   -1230.19833 Ha
Charge   +1
Orbital gap   4.5333 eV

Record 3
This record from the Open Molecules 2025 dataset describes a cluster of 2 separate species, C28H52Cl2N4O6P in total. The level of theory is the ωB97M-V functional and the def2-TZVPD basis.

Geometry as XYZ:
```
93
Properties=species:S:1:pos:R:3:forces:R:3
C 3.3185 0.5725 -3.0839 0.1 -0.3 0.2
C 3.8245 -0.0690 -2.0323 -0.2 0.4 0.0
C 3.0569 -0.6996 -0.8889 0.0 -0.9 -0.9
C 3.0981 -2.2482 -1.1456 -0.2 0.0 -0.1
C 2.6972 -2.8565 -2.5047 0.0 -0.5 0.2
C 1.7744 -4.0980 -2.3692 -0.2 0.2 -0.4
C 0.4027 -4.0019 -3.0560 -0.3 -0.2 0.0
C -0.7258 -3.9483 -2.0405 0.1 -0.1 0.0
O -1.9793 -3.9156 -2.6835 0.0 -0.1 0.1
C -2.8446 -2.8910 -2.2572 -0.1 0.3 0.0
C 3.8293 -0.5618 0.4833 0.0 -0.2 -0.5
P 5.6196 -0.0326 0.7057 0.2 0.2 0.8
N 6.3858 -1.1369 -0.3477 0.0 0.2 0.2
O 5.7817 1.3579 -0.1393 -0.3 0.0 0.2
N 2.8784 -0.0021 1.5373 -0.3 0.0 -0.2
C 3.2120 1.3601 2.0628 0.2 0.3 0.4
C 2.3174 1.9041 3.1608 0.2 0.7 0.0
N 1.2657 2.7400 2.5952 -0.2 -0.3 -0.2
C 1.5383 -0.4021 0.9392 -0.3 -1.0 -0.2
C 0.2436 -0.3098 1.7669 -0.2 0.3 0.0
C -0.9729 0.5768 1.4248 -0.4 0.0 0.4
C -1.5641 1.2767 2.6783 0.2 0.5 -0.5
C -3.0637 1.0527 2.8604 0.5 -0.3 -0.2
C -3.9231 1.4441 1.6684 -0.1 0.4 0.0
C -4.2409 2.9495 1.6015 0.1 -0.2 -0.6
C -4.0532 3.5400 0.1962 0.1 -0.1 0.1
C 1.6433 -0.0643 -0.5638 1.1 0.7 1.2
C 1.7017 1.4918 -0.6789 -1.0 -0.2 0.1
C 1.1152 2.2778 -1.8321 0.5 0.3 -0.4
O 1.8005 3.0624 -2.4414 -0.2 -0.1 0.1
O -0.1877 2.1167 -2.0830 0.1 -0.2 0.2
C -0.5567 2.7523 -3.3372 0.0 0.1 -0.8
C -1.0750 4.1439 -3.2387 0.0 0.0 0.2
O -0.4378 2.1390 -4.3380 0.0 -0.2 0.4
O 0.4868 -0.7352 -1.0689 0.0 0.0 -0.3
C 0.3067 -0.7814 -2.3518 0.0 0.5 0.0
N 0.1220 -0.7754 -3.4863 -0.1 -0.1 -0.1
H 2.3202 0.3861 -3.4562 -0.4 0.7 0.4
H 3.9303 1.2984 -3.6016 0.2 -0.6 -0.7
H 4.8949 -0.2214 -2.0086 0.1 0.6 0.5
H 2.5622 -2.7857 -0.3574 -0.1 0.1 0.1
H 4.1479 -2.4931 -0.9913 0.1 0.0 0.1
H 2.2772 -2.1460 -3.2092 -0.1 0.2 0.1
H 3.6092 -3.2247 -2.9689 0.1 0.2 -0.1
H 1.6106 -4.3365 -1.3156 0.1 0.0 0.1
H 2.2859 -4.9572 -2.7946 0.2 -0.1 0.1
H 0.3143 -3.1531 -3.7275 0.1 0.1 0.0
H 0.2200 -4.8890 -3.6607 0.1 -0.1 -0.1
H -0.6103 -3.0944 -1.3622 0.0 0.1 0.0
H -0.6657 -4.8509 -1.4212 -0.1 0.0 0.1
H -3.8669 -3.1752 -2.4914 0.0 -0.1 -0.1
H -2.6358 -1.9476 -2.7722 0.1 0.0 0.0
H -2.7815 -2.7124 -1.1794 0.0 -0.1 0.1
H 3.9241 -1.5932 0.8253 0.2 -0.1 0.0
H 7.0791 -0.6126 -0.8785 -0.1 -0.2 -0.2
H 6.8924 -1.8136 0.2147 0.1 -0.1 -0.1
H 4.9446 1.7002 -0.4754 0.2 0.0 -0.4
H 2.9796 -0.6257 2.3359 0.0 0.2 0.2
H 3.2848 2.0959 1.2700 -0.1 -0.2 -0.3
H 4.2213 1.2760 2.4600 0.1 -0.3 0.0
H 2.9708 2.4963 3.8080 0.2 -0.1 0.1
H 1.9064 1.1187 3.7939 -0.1 -0.1 -0.1
H 0.8551 3.3453 3.2947 -0.1 -0.1 0.1
H 1.6428 3.3485 1.8786 0.1 0.1 0.1
H 1.6826 -1.4829 0.9113 0.2 -0.1 0.0
H 0.4863 -0.1349 2.8128 0.3 0.1 0.0
H -0.1295 -1.3312 1.7583 0.0 -0.1 0.0
H -1.7567 -0.0882 1.0657 0.1 -0.1 -0.3
H -0.8299 1.3010 0.6279 0.3 0.0 -0.1
H -1.3437 2.3412 2.5949 -0.1 0.1 0.1
H -1.0221 0.9452 3.5646 -0.1 -0.1 0.2
H -3.3952 1.6163 3.7320 -0.1 -0.2 0.2
H -3.2002 -0.0126 3.0370 -0.1 0.0 0.3
H -4.8471 0.8732 1.7257 -0.1 0.1 0.0
H -3.4710 1.1532 0.7189 0.2 -0.2 0.0
H -3.5797 3.4986 2.2706 -0.2 0.1 0.3
H -5.2797 3.0984 1.8844 0.0 0.1 0.4
H -4.7931 4.3084 -0.0116 0.1 0.1 -0.1
H -3.0600 3.9745 0.0957 0.1 0.1 -0.1
H -4.1335 2.7709 -0.5715 -0.2 0.0 -0.1
H 1.2470 1.8928 0.2303 -0.3 0.0 -0.1
H 2.7325 1.8149 -0.6707 0.2 -0.2 -0.1
H -2.1497 4.1112 -3.0753 -0.1 0.0 0.2
H -0.8941 4.6101 -4.2005 0.0 0.1 -0.1
H -0.5937 4.7181 -2.4538 0.0 0.0 0.1
Cl -4.8019 -1.8627 2.3022 -0.1 -0.3 -0.1
C -5.9917 -2.3978 3.5218 0.0 -0.1 0.1
C -7.3257 -1.7297 3.3192 -0.1 0.0 0.0
Cl -7.2475 0.0170 3.6701 0.0 0.0 0.0
H -5.5808 -2.1779 4.5035 0.0 0.1 0.0
H -6.0953 -3.4764 3.4202 0.0 0.0 -0.1
H -8.0582 -2.1635 3.9971 0.0 0.0 0.0
H -7.6781 -1.8488 2.2982 0.0 0.0 0.0
```
Positions in Å, forces in eV/Å.

Calculated values
Largest force on an atom   0.034 hartree/bohr
Molecular weight   642.63 g/mol
LUMO energy   -2.8 eV
Calculated total energy   -3029.94929 Ha
Charge   +1
Orbital gap   8.4823 eV